Here is a structure of composition C7H12NOP at a distorted geometry from OMol25. Energies are from ωB97M-V/def2-TZVPD.

CARTESIAN COORDINATES (ANGSTROEM)
C: 1.40 -1.87 -2.23
C: 0.77 1.81 -0.60
C: -2.52 -1.47 0.86
C: 1.46 3.17 -0.40
C: -1.54 -0.75 1.79
C: -0.13 -1.00 1.28
C: 0.42 -0.41 -0.09
N: 1.12 0.78 0.02
O: -2.39 -1.70 -0.30
P: 1.75 -1.55 -0.66
H: 2.07 -2.53 -2.74
H: 0.66 -1.32 -2.78
H: -0.15 1.99 -1.26
H: -3.50 -1.83 1.31
H: 1.54 3.47 -1.45
H: 2.32 3.25 0.19
H: 0.78 3.99 0.13
H: -1.91 0.32 1.76
H: -1.84 -1.15 2.68
H: -0.16 -2.14 1.22
H: 0.56 -0.72 2.16
H: -0.71 -0.34 -0.89

Properties
Molecular weight   157.15 g/mol
Largest force on an atom   4.94 eV Å⁻¹
Gap between HOMO and LUMO   9.6 eV
LUMO   0.6 eV
E_HOMO   -0.33096 Ha
Charge   0